1.
This record from the Open Molecules 2025 dataset describes 2 unconnected molecules or ions with the total composition C2H6N3O. The level of theory is the ωB97M-V functional and the def2-TZVPD basis.

```
! wB97M-V def2-TZVPD RIJCOSX def2/J DEFGRID3
* xyz 1 1
C 1.1100 -0.8347 -0.0442
C -2.4780 0.5308 -0.0883
N 1.9401 0.0369 -0.1872
N 0.5882 -1.9902 -0.1033
N 2.5634 1.1057 0.1235
O -1.3932 0.0261 0.0600
H -3.5457 0.2047 0.0256
H -2.4922 1.6222 -0.0747
H 1.2212 -2.8272 -0.0419
H -0.3678 -1.9698 -0.5220
H 3.1672 1.4068 -0.6212
H 2.7899 1.3902 1.0518
*
```

Results
- E_HOMO: -13.94 eV
- Energy relative to the best compared isomer or geometry (same formula, charge and spin): 96.99 kcal/mol
- E: -8679.0114 eV
- LUMO energy: -3.65 eV

Mulliken population analysis, charges in e, atoms 1 to 6:
1 C 0.4484
2 C -0.0409
3 N 0.2437
4 N -0.3232
5 N -0.4661
6 O -0.4418



2.
This record from the Open Molecules 2025 dataset describes 2 unconnected molecules or ions with the total composition C2H6N3OS. The level of theory is the ωB97M-V functional and the def2-TZVPD basis.

```
! wB97M-V def2-TZVPD RIJCOSX def2/J DEFGRID3
* xyz 1 1
C -1.3033 -0.1535 -0.5999
C 1.7232 -0.3192 -0.2224
N 1.5562 -1.5910 -0.1273
N -0.3190 0.3929 -0.0004
N -0.3877 1.7251 0.3730
O -2.4561 0.3954 -0.8655
S 2.5852 0.9537 -0.3566
H -1.2318 -1.1896 -0.9073
H 0.6706 -2.0079 0.1280
H 2.3536 -2.2116 -0.2364
H -2.4674 1.3532 -0.6903
H -0.8899 1.8408 1.2522
H 0.5592 2.0983 0.4650
*
```

Results
- E_HOMO: -13.77 eV
- Energy relative to the best compared isomer or geometry (same formula, charge and spin): 64.52 kcal/mol
- E: -19515.4240 eV
- LUMO energy: -4.89 eV

Mulliken population analysis, charges in e, atoms 1 to 6:
1 C 0.2493
2 C 0.8421
3 N -0.3157
4 N 0.0506
5 N -0.7913
6 O -0.4072



3.
This record from the Open Molecules 2025 dataset describes 3 unconnected molecules or ions with the total composition C2H6N3OS. The level of theory is the ωB97M-V functional and the def2-TZVPD basis.

```
! wB97M-V def2-TZVPD RIJCOSX def2/J DEFGRID3
* xyz 1 1
C 1.0426 -3.3682 0.2794
C -2.3483 1.1636 -0.0504
N 0.5062 -2.3518 0.3079
N -1.4376 1.8392 -0.4731
N 1.0362 1.1737 0.1023
O 0.1121 -1.2412 0.2394
S -3.2778 0.1950 0.7058
H 1.5703 -4.2155 -0.1137
H 0.2266 1.4535 -0.5653
H -1.5237 2.6929 -1.1670
H 1.5121 1.6725 0.8298
H 1.7835 0.8798 -0.5378
H 0.7979 0.1066 0.4427
*
```

Results
- E_HOMO: -13.22 eV
- Energy relative to the best compared isomer or geometry (same formula, charge and spin): 100.39 kcal/mol
- E: -19513.8685 eV
- LUMO energy: -3.31 eV

Mulliken population analysis, charges in e, atoms 1 to 6:
1 C -0.0540
2 C 0.5004
3 N 0.3284
4 N -0.6195
5 N -0.5407
6 O -0.6238



4.
This record from the Open Molecules 2025 dataset describes a gas-phase ion, C2H6N3S (charge +1). The level of theory is the ωB97M-V functional and the def2-TZVPD basis.

```
! wB97M-V def2-TZVPD RIJCOSX def2/J DEFGRID3
* xyz 1 3
C 2.1877 -0.9357 -0.7476
C -0.2169 -0.9569 -0.5290
N 1.1309 -1.4686 -0.3472
N -0.2977 0.4048 -0.8007
N -0.5833 1.2277 0.3285
S 2.5329 0.4885 -1.6081
H 3.1034 -1.4815 -0.5072
H -0.5842 -1.4938 -1.4163
H -0.7989 -1.2866 0.3478
H -1.2423 1.9605 0.0095
H 0.2666 1.7225 0.6525
H -1.0077 0.7106 1.1304
*
```

Results
- E_HOMO (spin up / spin down): -13.95 / -13.58 eV
- Energy relative to the best compared isomer or geometry (same formula, charge and spin): 21.24 kcal/mol
- ⟨S²⟩: 2.01
- E: -17465.0667 eV
- LUMO energy (spin up / spin down): -3.89 / -7.08 eV

Mulliken population analysis, charges in e, atoms 1 to 6:
1 C -0.0080
2 C -0.3562
3 N -0.2980
4 N -0.3971
5 N -0.1518
6 S 0.0509



5.
This record from the Open Molecules 2025 dataset describes a single C2H6N4 molecule. The level of theory is the ωB97M-V functional and the def2-TZVPD basis.

```
! wB97M-V def2-TZVPD RIJCOSX def2/J DEFGRID3
* xyz 0 1
C -0.9979 1.0151 0.0812
C 2.3704 -0.2526 0.0262
H -0.2065 -1.2006 0.2511
H -1.6872 -1.8616 0.5166
H -1.2525 2.1567 -0.0198
H 0.8655 1.7176 -0.2870
H 2.6910 0.7179 0.2562
H 2.8678 -1.1302 -0.2737
N -1.2373 -1.2081 -0.1406
N -1.8420 0.0433 0.0022
N 0.2753 0.7732 -0.0493
N 1.1593 -0.3192 0.0323
*
```

Results
- E_HOMO: -7.86 eV
- Energy relative to the best compared isomer or geometry (same formula, charge and spin): 119.41 kcal/mol
- E: -8126.9145 eV
- LUMO energy: 0.70 eV
- SMILES string: C=NN/C=N\N

Mulliken population analysis, charges in e, atoms 1 to 6:
1 C 0.1159
2 C -0.4313
3 H 0.3131
4 H 0.2768
5 H 0.2455
6 H 0.2755



6.
This record from the Open Molecules 2025 dataset describes 2 unconnected molecules or ions with the total composition C2H6N4. The level of theory is the ωB97M-V functional and the def2-TZVPD basis.

```
! wB97M-V def2-TZVPD RIJCOSX def2/J DEFGRID3
* xyz 0 1
C 1.1656 -0.9319 0.6665
C -2.6161 0.1525 0.8094
N 2.1174 1.3005 -0.0021
N 1.5703 0.0059 -0.1061
N 1.5449 0.6195 -1.1905
N -1.4959 0.3519 0.2355
H 1.0842 -0.7381 1.7527
H 0.8692 -1.9442 0.2910
H -3.4575 0.7640 0.6140
H -2.4729 -0.1487 1.8682
H 3.1128 1.3283 0.1630
H -1.5889 0.7551 -0.6859
*
```

Results
- E_HOMO: -7.93 eV
- Energy relative to the best compared isomer or geometry (same formula, charge and spin): 171.15 kcal/mol
- E: -8124.6709 eV
- LUMO energy: 1.12 eV

Mulliken population analysis, charges in e, atoms 1 to 6:
1 C -0.2724
2 C -0.3228
3 N -0.4670
4 N 0.7728
5 N -0.7441
6 N -0.3062



7.
This record from the Open Molecules 2025 dataset describes a single C2H6N4 molecule. The level of theory is the ωB97M-V functional and the def2-TZVPD basis.

```
! wB97M-V def2-TZVPD RIJCOSX def2/J DEFGRID3
* xyz 0 1
C -0.1508 1.1909 0.0283
C -0.1585 -1.2257 -0.0525
H 2.5734 0.3982 -0.7246
H 2.2351 0.4546 0.9888
H 0.3753 2.0400 0.3968
H -1.6710 2.2425 0.3597
H 0.7201 -1.8392 -0.0805
H -1.8318 -0.5980 -0.2107
N 2.0780 -0.2013 0.0290
N 0.6177 0.1280 -0.1206
N -1.3498 1.2394 -0.1244
N -1.4238 -1.5217 0.1325
*
```

Results
- E_HOMO: -9.43 eV
- Energy relative to the best compared isomer or geometry (same formula, charge and spin): 102.18 kcal/mol
- E: -8127.6621 eV
- LUMO energy: 0.48 eV
- SMILES string: [H]/N=C\N(N)/C=N/[H]

Mulliken population analysis, charges in e, atoms 1 to 6:
1 C 0.1002
2 C -0.2553
3 H 0.2999
4 H 0.2997
5 H 0.3231
6 H 0.2623



8.
This record from the Open Molecules 2025 dataset describes a single C2H6N4O molecule. The level of theory is the ωB97M-V functional and the def2-TZVPD basis.

```
! wB97M-V def2-TZVPD RIJCOSX def2/J DEFGRID3
* xyz 0 1
C 0.9673 -0.3269 -0.0139
C -1.6603 0.0839 0.1525
H 2.0018 -2.1796 0.3007
H 2.9751 -0.6596 -0.0253
H -0.6347 -1.6590 -0.2213
H -1.6491 1.3092 0.2106
H -3.3170 0.3207 -0.0795
H 0.8725 2.8816 -0.4012
N 2.1562 -1.1915 -0.1248
N -0.3829 -0.8098 0.0975
N -2.7641 -0.6539 -0.0755
N 1.1602 0.9300 0.2779
O 0.2751 1.9549 -0.0977
*
```

Results
- E_HOMO: -8.43 eV
- Energy relative to the best compared isomer or geometry (same formula, charge and spin): 137.92 kcal/mol
- E: -10174.0810 eV
- LUMO energy: 0.60 eV
- SMILES string: [H]/N=C/N/C(N)=N\O

Mulliken population analysis, charges in e, atoms 1 to 6:
1 C 0.4716
2 C 0.0951
3 H 0.2358
4 H 0.2710
5 H 0.2242
6 H 0.2196



> Among the records above, which one has the highest energy relative to the best compared isomer or geometry (same formula, charge and spin)?

number 6